{"formula": "C4H7NO", "method": "ωB97M-V/def2-TZVPD", "elements": ["C", "N", "C", "C", "C", "O", "H", "H", "H", "H", "H", "H", "H"], "xyz": [[1.268006, -1.674654, 0.281744], [0.271376, -0.095425, 0.440106], [-0.382662, 1.307849, 0.733750], [-1.131743, 1.131307, -0.606607], [-0.369199, -0.187186, -0.707499], [-0.233242, -1.117933, -1.479068], [1.239073, -1.926587, 1.319975], [0.946727, -2.536148, -0.347143], [2.193110, -1.276310, -0.118823], [0.303268, 2.164677, 0.752798], [-1.033908, 1.357488, 1.615663], [-2.217330, 1.007295, -0.545561], [-0.888899, 1.841107, -1.403855]], "forces_ev_per_angstrom": [[0.02, 1.01, 0.97], [0.16, -1.33, -0.87], [0.21, -0.18, 0.15], [0.02, -0.07, -0.02], [-0.13, -0.40, -0.67], [-0.97, 0.52, -1.20], [0.55, -0.06, 0.49], [-0.57, 1.41, 0.55], [0.00, 0.06, 0.37], [0.11, -0.52, 0.01], [0.34, -0.37, -0.15], [0.24, 0.03, 0.11], [0.03, -0.10, 0.26]], "nbo_charge": [-0.313, -0.489, -0.178, -0.507, 0.638, -0.645, 0.192, 0.244, 0.206, 0.197, 0.197, 0.230, 0.229], "homo_ha": -0.3384, "e_above_lowest_kj_mol": 375.8, "e_tot_ev": -7795.74937, "gap_ev": 9.65, "fmax_ev_per_a": 1.62, "e_lumo_ev": 0.4}